Record 1
Computed, not measured: C2H4O4Si in the gas phase, with ωB97M-V/def2-TZVPD.

Element x y z (Å)
1 C -2.57221 -0.14435 0.20762
2 C -1.70185 0.60521 -0.12352
3 O 0.48726 -1.42557 -0.48963
4 O 1.87477 0.68561 -1.16275
5 O 1.52137 0.01156 1.51252
6 O -0.41482 1.11364 0.04469
7 Si 0.94149 0.07079 -0.01899
8 H -3.49334 -0.59245 -0.15654
9 H -0.39089 -1.37389 -1.00628
10 H 2.78517 0.73717 -1.05141
11 H 0.96306 0.31228 2.24429

SMILES = C#CO[Si](O)(O)O
Spin multiplicity = 1

Atomic partial charges in e from the natural (NBO) method, atoms 1 to 6: atom 1 (C): -0.3561, atom 2 (C): 0.2876, atom 3 (O): -1.1013, atom 4 (O): -1.0846, atom 5 (O): -1.1071, atom 6 (O): -0.8487

Record 2
Computed, not measured: C2H4OP2 in the gas phase, with ωB97M-V/def2-TZVPD.

Element x y z (Å)
1 C -0.50644 0.18109 -1.23023
2 C -0.15324 0.02387 1.19282
3 O 2.43781 -0.22635 -0.05824
4 P -0.20697 1.43399 -0.00155
5 P 0.99969 -0.75875 -0.14684
6 H -1.02421 -0.64839 -0.82296
7 H -0.72298 0.43540 -2.26567
8 H 0.18958 0.28726 2.15622
9 H -1.01323 -0.72812 1.17645

SMILES = O=P12CP1C2
Spin multiplicity = 1

Atomic partial charges in e from the natural (NBO) method, atoms 1 to 6: atom 1 (C): -0.9516, atom 2 (C): -1.0443, atom 3 (O): -1.0626, atom 4 (P): 0.7812, atom 5 (P): 1.3056, atom 6 (H): 0.2198

Record 3
Computed, not measured: 2 unconnected molecules or ions with the total composition C2H4OS, with ωB97M-V/def2-TZVPD.

Element x y z (Å)
1 C 0.04359 -0.33672 -0.42629
2 C 0.12609 0.71189 0.56873
3 O 0.31817 -1.57424 -0.04909
4 S 1.17200 -1.17876 -1.52687
5 H -1.73897 -0.56615 -1.07853
6 H 1.09238 0.88878 1.02009
7 H -0.69263 0.37819 1.23788
8 H -0.32063 1.67702 0.25407

Spin multiplicity = 1

Atomic partial charges in e from the natural (NBO) method, atoms 1 to 6: atom 1 (C): 0.1971, atom 2 (C): -0.7240, atom 3 (O): -0.5869, atom 4 (S): 0.3715, atom 5 (H): -0.0007, atom 6 (H): 0.2445

Record 4
Computed, not measured: a molecular structure, C2H4OS, with ωB97M-V/def2-TZVPD.

Element x y z (Å)
1 C 2.51693 -0.49506 0.05143
2 C -0.36805 0.49850 0.00843
3 O 3.66817 -0.47938 0.03090
4 S 1.19792 1.43716 -0.04239
5 H 1.69215 -1.37894 -0.06933
6 H -0.40496 -0.38318 -0.72050
7 H -1.11398 1.29833 -0.27330
8 H -0.62027 0.15352 1.00072

Spin multiplicity = 1

Atomic partial charges in e from the natural (NBO) method, atoms 1 to 6: atom 1 (C): 0.4695, atom 2 (C): -0.7668, atom 3 (O): -0.4584, atom 4 (S): -0.0748, atom 5 (H): 0.1661, atom 6 (H): 0.2116

Record 5
Computed, not measured: C2H4OS in the gas phase, with ωB97M-V/def2-TZVPD.

Element x y z (Å)
1 C 0.44688 -0.73539 -0.02447
2 C -0.62728 0.26151 -0.09373
3 H -0.04421 -1.72552 -0.57132
4 H 1.46959 -0.21674 -0.55130
5 H 0.77019 -0.95896 1.20593
6 H 0.58483 1.81950 0.05615
7 O -0.34476 1.52671 -0.01490
8 S -2.25524 0.02889 -0.00635

SMILES = CC(O)=S
Spin multiplicity = 1

Atomic partial charges in e from the natural (NBO) method, atoms 1 to 6: atom 1 (C): -0.7272, atom 2 (C): 0.2181, atom 3 (H): 0.2852, atom 4 (H): 0.2204, atom 5 (H): 0.2691, atom 6 (H): 0.4844

Record 6
Computed, not measured: 2 unconnected molecules or ions with the total composition C2H4OS2, with ωB97M-V/def2-TZVPD.

Element x y z (Å)
1 C -0.15615 0.52131 0.34260
2 C 0.11604 -0.46746 -0.48233
3 O -2.98014 2.45281 -0.67373
4 S -1.15935 3.24079 -2.67038
5 S -2.55350 2.13436 -1.99749
6 H -1.27701 0.78822 0.61875
7 H 0.62162 1.13644 0.91914
8 H -0.56741 -0.98136 -1.00008
9 H 1.11909 -0.79414 -0.62011

Spin multiplicity = 1

Atomic partial charges in e from the natural (NBO) method, atoms 1 to 6: atom 1 (C): -0.3892, atom 2 (C): -0.3936, atom 3 (O): -0.8336, atom 4 (S): -0.2511, atom 5 (S): 1.0880, atom 6 (H): 0.2001

Record 7
Computed, not measured: C2H4OS2 in the gas phase, with ωB97M-V/def2-TZVPD.

Element x y z (Å)
1 C -1.82237 -0.37264 -0.29545
2 C 1.51442 0.18522 0.22610
3 O 0.48783 0.82224 -0.51075
4 S -3.35121 -0.72555 0.10704
5 S -0.96654 1.02474 0.23378
6 H -1.23597 -1.00790 -0.95201
7 H 2.38072 0.17180 -0.43374
8 H 1.23788 -0.83927 0.49029
9 H 1.75523 0.74135 1.13473

SMILES = COSC=S
Spin multiplicity = 1

Atomic partial charges in e from the natural (NBO) method, atoms 1 to 6: atom 1 (C): -0.5459, atom 2 (C): -0.2519, atom 3 (O): -0.6739, atom 4 (S): 0.0185, atom 5 (S): 0.6766, atom 6 (H): 0.2151

Record 8
Computed, not measured: 2 unconnected molecules or ions with the total composition C2H4OS2, with ωB97M-V/def2-TZVPD.

Element x y z (Å)
1 C 0.09973 0.51236 0.93111
2 C 1.09757 -0.03348 1.53681
3 O 0.06344 -0.67602 -2.76812
4 S -2.49178 -0.08434 -1.65393
5 S -1.35440 -0.81628 -3.02532
6 H -0.31889 0.19976 -0.12120
7 H -0.19980 1.39829 1.50126
8 H 1.71151 -0.77301 1.04879
9 H 1.39261 0.27272 2.55059

Spin multiplicity = 1

Atomic partial charges in e from the natural (NBO) method, atoms 1 to 6: atom 1 (C): -0.4081, atom 2 (C): -0.3900, atom 3 (O): -0.8153, atom 4 (S): -0.2451, atom 5 (S): 1.0742, atom 6 (H): 0.2130

Looking at energy relative to the best compared isomer or geometry (same formula, charge and spin) for the records above, in order, we have 34.7 43.6 496.0 185.3 173.5 175.4 120.3 183.9 kJ/mol.
Looking at max |F| for the records above, in order, we have 6.71 3.99 4.36 4.08 3.97 3.73 0.73 3.07 eV Å⁻¹.
Looking at molecular weight for the records above, in order, we have 120.136 106.001 76.120 76.120 76.120 108.187 108.187 108.187 g/mol.